Record 1
61
Properties=species:S:1:pos:R:3:lowdin_charge:R:1 method="wB97M-V/def2-TZVPD" s2=8.76 lumo_ev="-4.7 / -7.9" multiplicity=6 e_tot_ha=-3761.4335 e_homo_ev="-15.28 / -15.27" charge=+2 molar_mass_g_mol=533.08 gap_ev="10.54 / 7.40"
Fe 1.4921 0.0870 -0.4494 0.885
C -1.8902 3.0524 0.9553 -0.060
N -0.5793 2.6429 1.4715 -0.285
C 0.5297 3.5582 1.1641 -0.065
P -0.2396 1.1349 1.9435 0.519
O 1.0416 0.5597 1.3481 -0.347
O -1.4952 0.2772 1.4212 -0.235
P -1.5634 -0.6817 0.1135 0.533
O -0.4086 -0.3133 -0.8015 -0.349
N -1.4586 -2.2058 0.6409 -0.269
C -2.6173 -2.8235 1.2988 -0.052
C -0.1578 -2.7333 1.0647 -0.065
N -3.0085 -0.3802 -0.5190 -0.290
C -4.1685 0.0615 0.2604 -0.070
C -3.1825 -0.3573 -1.9774 -0.053
N -0.2002 1.0239 3.5426 -0.281
C -1.2147 1.7001 4.3578 -0.052
C 0.5188 -0.0690 4.2146 -0.057
H -2.0076 4.1203 1.1310 0.103
H -2.6895 2.5292 1.4737 0.078
H -1.9786 2.8665 -0.1189 0.094
H 0.3484 4.5252 1.6314 0.101
H 0.6160 3.7096 0.0850 0.069
H 1.4678 3.1620 1.5476 0.088
H -3.5291 -2.5714 0.7634 0.080
H -2.7131 -2.5101 2.3423 0.098
H -2.4943 -3.9041 1.2704 0.101
H 0.6203 -2.4059 0.3829 0.042
H -0.1916 -3.8194 1.0223 0.105
H 0.1014 -2.4338 2.0854 0.096
H -3.9433 0.0596 1.3235 0.082
H -5.0109 -0.6075 0.0822 0.099
H -4.4622 1.0693 -0.0394 0.095
H -2.3002 -0.7615 -2.4673 0.079
H -3.3500 0.6640 -2.3242 0.096
H -4.0426 -0.9655 -2.2561 0.100
H -1.5582 2.6039 3.8603 0.082
H -0.7694 1.9796 5.3110 0.101
H -2.0677 1.0464 4.5530 0.098
H 1.3021 -0.4543 3.5680 0.077
H -0.1592 -0.8802 4.4902 0.095
H 0.9774 0.3177 5.1231 0.100
C 2.1024 -0.4032 -5.3370 -0.023
N 1.6771 0.4234 -4.2108 -0.012
C 2.4839 0.8473 -3.2553 -0.702
S 1.7559 1.7921 -1.9464 0.752
N 3.7747 0.6046 -3.3147 0.013
C 4.8021 0.9552 -2.3326 -0.034
H 1.2290 -0.6669 -5.9237 0.104
H 2.5700 -1.3224 -4.9795 0.105
H 2.7956 0.1394 -5.9823 0.106
H 0.7045 0.6690 -4.1262 0.134
H 4.1043 0.0794 -4.1138 0.145
H 4.3807 1.5964 -1.5670 0.054
H 5.6081 1.4859 -2.8337 0.105
H 5.1970 0.0482 -1.8778 0.102
F 2.7622 -3.8190 0.7397 0.263
B 2.7329 -4.2020 -0.5259 -0.861
F 2.3532 -1.3355 -0.9965 -0.371
F 3.8373 -4.5018 -1.1637 0.294
F 1.5650 -4.2635 -1.1433 0.261

---

Record 2
12
Properties=species:S:1:pos:R:3:lowdin_charge:R:1 method="wB97M-V/def2-TZVPD" lumo_ev=0.6 e_tot_ha=-265.4479 e_homo_ev=-8.49 de_lowest_kcal_mol=55.0 molar_mass_g_mol=82.11 gap_ev=9.13
C 1.2008 -0.1688 0.7343 -0.075
C 0.0260 -0.9347 0.7814 -0.160
N -1.0924 -0.5981 0.0224 -0.019
C -0.8939 0.8478 -0.5534 -0.210
N 0.4187 1.4315 -0.9818 0.039
C 1.3685 0.9256 -0.2905 -0.194
H 1.8550 -0.2496 1.6184 0.085
H -0.1201 -1.7652 1.5556 0.124
H -1.4819 -1.0121 -0.8037 0.099
H -1.4473 1.4657 0.2467 0.127
H -1.5472 1.0249 -1.4125 0.092
H 2.4016 1.2292 -0.3905 0.092

---

Record 3
151
Properties=species:S:1:pos:R:3:lowdin_charge:R:1 method="wB97M-V/def2-TZVPD" lumo_ev=-0.7 e_tot_ha=-4934.7645 e_homo_ev=-8.63 de_lowest_kcal_mol=86.5 molar_mass_g_mol=952.52 gap_ev=7.95
Zn -3.3694 0.8516 -1.0163 0.975
C -1.2742 -0.3208 1.2896 -0.354
O -0.3514 -0.2191 0.2373 -0.122
O -2.4538 0.1409 0.6879 -0.228
C -1.2419 -1.6810 2.0855 -0.592
F -0.1157 -1.7593 2.8610 0.111
F -2.2819 -1.9765 2.8035 0.197
F -1.1440 -2.6097 1.1808 0.159
C 0.8144 0.6107 0.3202 -0.194
C 1.3027 0.6831 -1.1605 -0.030
H 2.2376 1.2434 -1.1676 0.063
H 1.4627 -0.3467 -1.4798 0.063
H 0.5686 1.1393 -1.8247 0.063
H 1.5014 0.0621 0.9645 0.122
H 0.6841 1.6464 0.6340 0.098
H -1.0211 0.4281 2.0400 0.132
C -3.1436 3.5448 -1.2924 -0.285
O -3.2573 2.4443 -2.2296 -0.209
O -3.7796 2.8214 -0.2185 -0.210
C -1.6510 4.1315 -1.0582 -0.584
F -0.8246 3.2935 -0.4539 0.156
F -1.1325 4.3962 -2.2624 0.130
F -1.6150 5.2416 -0.3864 0.193
C -3.5215 2.8594 -3.6215 -0.191
C -3.3814 1.6555 -4.5042 -0.074
H -3.9424 0.7425 -4.3047 0.070
H -3.7567 1.9302 -5.4900 0.090
H -2.3484 1.3149 -4.5750 0.056
H -2.7591 3.5625 -3.9568 0.119
H -4.4835 3.3394 -3.8013 0.128
H -3.8035 4.3434 -1.6314 0.152
C 1.7377 4.5590 -3.9393 -0.043
C 1.8064 3.0181 -3.6931 -0.458
C 0.8045 2.2217 -4.6080 -0.025
O 3.1385 2.6105 -3.8631 -0.059
H 0.7265 4.8993 -3.7162 0.056
H 1.9330 4.7564 -4.9934 0.074
H 2.4634 5.1694 -3.4018 0.064
H 1.6414 2.9208 -2.6201 0.088
H 1.1562 1.2452 -4.9409 0.071
H 0.5096 2.7977 -5.4851 0.073
H -0.1271 2.0603 -4.0656 0.042
H 3.5392 2.2481 -3.0695 0.032
C -5.6280 -0.7095 2.2314 -0.060
C -5.3932 0.6211 2.9356 -0.513
C -4.5737 0.6077 4.2331 -0.028
O -4.7538 1.3819 2.0066 -0.067
H -4.7228 -1.2054 1.8812 0.057
H -6.3264 -0.5677 1.4066 0.080
H -6.0200 -1.4635 2.9141 0.072
H -6.3872 1.0535 3.0499 0.137
H -5.2329 0.1812 4.9892 0.080
H -4.2321 1.6094 4.4939 0.064
H -3.6245 0.1143 4.0244 0.061
H -3.9796 0.8726 1.7559 0.026
C 3.0049 -2.5241 -3.0060 -0.054
C 2.1534 -3.4086 -2.1282 -0.542
C 1.2943 -4.3818 -2.8767 -0.048
O 3.0822 -4.0816 -1.3669 -0.041
H 2.4947 -1.9163 -3.7532 0.071
H 3.6537 -3.1411 -3.6277 0.085
H 3.7049 -1.9003 -2.4500 0.073
H 1.5281 -2.8213 -1.4557 0.120
H 1.9154 -5.0909 -3.4240 0.091
H 0.6134 -3.8897 -3.5713 0.059
H 0.6175 -4.9856 -2.2723 0.074
H 2.6322 -4.6774 -0.7635 0.028
C 1.3144 -1.4116 6.9232 -0.053
C 2.0456 -0.7125 5.7313 -0.482
C 1.1508 0.3278 5.0572 -0.067
O 3.1451 -0.1367 6.3740 -0.051
H 2.0674 -2.1146 7.2793 0.073
H 0.4400 -1.9649 6.5805 0.070
H 0.9392 -0.8063 7.7484 0.080
H 2.3597 -1.4852 5.0296 0.129
H 1.2397 0.2747 3.9721 0.055
H 1.4328 1.3506 5.3073 0.079
H 0.0934 0.2203 5.2990 0.071
H 3.7406 0.1715 5.6870 0.091
C -3.3668 -5.0729 0.1890 -0.075
C -4.6382 -5.8529 0.1973 -0.501
C -5.8294 -4.8574 0.2625 -0.051
O -4.7828 -6.7335 -0.8790 -0.027
H -2.6277 -5.4122 -0.5367 0.078
H -2.8298 -5.2170 1.1266 0.077
H -3.4182 -3.9981 0.0148 0.059
H -4.6392 -6.3416 1.1716 0.136
H -6.7322 -5.4157 0.5102 0.077
H -5.9895 -4.2563 -0.6325 0.074
H -5.6163 -4.0877 1.0043 0.068
H -4.7331 -6.1999 -1.6755 0.090
C 6.5657 0.5385 -0.9927 -0.054
C 6.1908 1.4868 -2.0966 -0.516
C 6.0806 0.8147 -3.3852 -0.063
O 4.8746 1.9007 -1.8158 -0.080
H 6.5833 1.1803 -0.1118 0.076
H 7.5434 0.1092 -1.2117 0.083
H 5.9062 -0.3134 -0.8271 0.085
H 6.9500 2.2654 -2.0225 0.145
H 6.9714 0.2792 -3.7137 0.088
H 5.7899 1.5239 -4.1602 0.087
H 5.3123 0.0433 -3.4378 0.084
H 4.9486 2.5682 -1.1298 0.036
C -0.8222 -1.1440 -4.0048 -0.035
C -2.0884 -1.2129 -3.1721 -0.415
C -2.0098 -2.4779 -2.2699 -0.029
O -1.9965 -0.1217 -2.2639 -0.106
H 0.0480 -1.1935 -3.3504 0.076
H -0.7542 -0.2476 -4.6211 0.062
H -0.7806 -1.9993 -4.6793 0.091
H -3.0005 -1.1998 -3.7687 0.136
H -1.2987 -2.4572 -1.4441 0.084
H -1.8423 -3.3867 -2.8480 0.080
H -3.0243 -2.6801 -1.9265 0.069
H -1.1772 -0.3253 -1.8069 0.063
C -1.2025 4.7438 2.7983 -0.063
C -1.7988 3.3329 2.8127 -0.450
C -1.4217 2.4827 4.0423 -0.035
O -3.1884 3.6683 2.8487 -0.063
H -1.6761 5.3751 2.0465 0.069
H -0.1446 4.6996 2.5394 0.063
H -1.3496 5.2952 3.7270 0.080
H -1.5475 2.8713 1.8577 0.114
H -2.0092 1.5671 3.9747 0.051
H -1.6898 3.0315 4.9451 0.092
H -0.3657 2.2443 3.9153 0.059
H -3.2867 4.2325 3.6192 0.080
C 4.0544 6.0427 -0.2448 -0.037
C 4.0374 4.7020 0.5356 -0.443
C 2.7403 3.9313 0.4891 -0.029
O 5.0645 3.8979 -0.0471 -0.081
H 4.9347 6.6489 -0.0311 0.074
H 3.2027 6.6324 0.0944 0.080
H 4.0616 5.8127 -1.3102 0.077
H 4.4181 4.9310 1.5310 0.136
H 2.8807 2.9934 1.0264 0.084
H 2.3977 3.5866 -0.4866 0.071
H 1.9818 4.5265 0.9975 0.080
H 5.9261 4.2895 0.1143 0.109
C 1.1018 -6.6909 2.4621 -0.049
C 1.1856 -5.6119 1.3313 -0.413
C 1.7214 -4.2699 1.9462 -0.047
O 2.0972 -5.9800 0.2955 -0.063
H 2.0532 -6.9904 2.9016 0.082
H 0.5633 -7.5658 2.0980 0.073
H 0.5007 -6.2949 3.2806 0.077
H 0.1765 -5.4319 0.9604 0.121
H 1.8281 -3.4584 1.2263 0.067
H 2.6766 -4.3362 2.4672 0.084
H 1.0331 -3.8968 2.7046 0.058
H 2.2389 -6.9279 0.3502 0.101

---

Please write out number 1 again, unchanged.
61
Properties=species:S:1:pos:R:3:lowdin_charge:R:1 method="wB97M-V/def2-TZVPD" s2=8.76 lumo_ev="-4.7 / -7.9" multiplicity=6 e_tot_ha=-3761.4335 e_homo_ev="-15.28 / -15.27" charge=+2 molar_mass_g_mol=533.08 gap_ev="10.54 / 7.40"
Fe 1.4921 0.0870 -0.4494 0.885
C -1.8902 3.0524 0.9553 -0.060
N -0.5793 2.6429 1.4715 -0.285
C 0.5297 3.5582 1.1641 -0.065
P -0.2396 1.1349 1.9435 0.519
O 1.0416 0.5597 1.3481 -0.347
O -1.4952 0.2772 1.4212 -0.235
P -1.5634 -0.6817 0.1135 0.533
O -0.4086 -0.3133 -0.8015 -0.349
N -1.4586 -2.2058 0.6409 -0.269
C -2.6173 -2.8235 1.2988 -0.052
C -0.1578 -2.7333 1.0647 -0.065
N -3.0085 -0.3802 -0.5190 -0.290
C -4.1685 0.0615 0.2604 -0.070
C -3.1825 -0.3573 -1.9774 -0.053
N -0.2002 1.0239 3.5426 -0.281
C -1.2147 1.7001 4.3578 -0.052
C 0.5188 -0.0690 4.2146 -0.057
H -2.0076 4.1203 1.1310 0.103
H -2.6895 2.5292 1.4737 0.078
H -1.9786 2.8665 -0.1189 0.094
H 0.3484 4.5252 1.6314 0.101
H 0.6160 3.7096 0.0850 0.069
H 1.4678 3.1620 1.5476 0.088
H -3.5291 -2.5714 0.7634 0.080
H -2.7131 -2.5101 2.3423 0.098
H -2.4943 -3.9041 1.2704 0.101
H 0.6203 -2.4059 0.3829 0.042
H -0.1916 -3.8194 1.0223 0.105
H 0.1014 -2.4338 2.0854 0.096
H -3.9433 0.0596 1.3235 0.082
H -5.0109 -0.6075 0.0822 0.099
H -4.4622 1.0693 -0.0394 0.095
H -2.3002 -0.7615 -2.4673 0.079
H -3.3500 0.6640 -2.3242 0.096
H -4.0426 -0.9655 -2.2561 0.100
H -1.5582 2.6039 3.8603 0.082
H -0.7694 1.9796 5.3110 0.101
H -2.0677 1.0464 4.5530 0.098
H 1.3021 -0.4543 3.5680 0.077
H -0.1592 -0.8802 4.4902 0.095
H 0.9774 0.3177 5.1231 0.100
C 2.1024 -0.4032 -5.3370 -0.023
N 1.6771 0.4234 -4.2108 -0.012
C 2.4839 0.8473 -3.2553 -0.702
S 1.7559 1.7921 -1.9464 0.752
N 3.7747 0.6046 -3.3147 0.013
C 4.8021 0.9552 -2.3326 -0.034
H 1.2290 -0.6669 -5.9237 0.104
H 2.5700 -1.3224 -4.9795 0.105
H 2.7956 0.1394 -5.9823 0.106
H 0.7045 0.6690 -4.1262 0.134
H 4.1043 0.0794 -4.1138 0.145
H 4.3807 1.5964 -1.5670 0.054
H 5.6081 1.4859 -2.8337 0.105
H 5.1970 0.0482 -1.8778 0.102
F 2.7622 -3.8190 0.7397 0.263
B 2.7329 -4.2020 -0.5259 -0.861
F 2.3532 -1.3355 -0.9965 -0.371
F 3.8373 -4.5018 -1.1637 0.294
F 1.5650 -4.2635 -1.1433 0.261